No. 1
The following is a DFT calculation (ωB97M-V/def2-TZVPD) of 2 unconnected molecules or ions with the total composition C6H17N2 at a distorted geometry.

Structure (XYZ):
```
25
Properties=species:S:1:pos:R:3:forces:R:3:mulliken_spin:R:1
C -1.514 0.532 -0.601 1.980 1.612 -0.227 -0.089
C -0.687 1.545 -0.148 -1.682 -1.789 -1.082 0.098
N -0.866 2.217 1.025 -0.503 1.702 0.621 0.046
C -0.782 3.723 0.879 -0.396 -0.937 -0.044 0.043
H -2.503 0.359 -0.214 0.034 -0.186 0.367 -0.086
H -1.194 -0.024 -1.485 -0.314 0.265 0.193 0.028
H 0.187 1.894 -0.703 -0.087 -0.397 0.001 -0.010
H -1.716 1.936 1.532 0.621 0.155 -0.381 -0.004
H -0.846 4.143 1.914 0.213 -0.071 -1.053 -0.001
H 0.205 3.959 0.372 -1.268 -0.067 0.703 0.001
H -1.670 4.062 0.246 1.299 -0.059 0.764 -0.011
C -0.120 -2.849 -1.478 1.172 -0.043 0.351 0.395
C 0.991 -1.920 -0.972 0.292 -0.463 1.014 0.476
N 0.698 -1.550 0.469 0.458 0.608 -0.559 1.394
C 1.715 -0.665 1.109 -1.390 1.542 0.022 0.670
H -1.076 -2.362 -1.395 -0.434 -0.017 -0.045 -0.028
H 0.105 -3.104 -2.507 -0.155 0.000 -0.320 0.006
H -0.102 -3.778 -0.893 -0.203 0.278 -0.066 -0.251
H 1.983 -2.419 -0.918 -0.617 0.296 -0.367 -0.447
H 1.051 -0.976 -1.521 0.142 -0.244 -0.005 0.071
H 0.505 -2.409 1.073 0.130 -0.456 0.234 -0.891
H -0.171 -1.014 0.426 -0.575 0.081 0.306 0.055
H 2.683 -1.030 0.897 1.042 -0.338 -0.311 -0.138
H 1.580 -0.647 2.214 -0.216 -0.109 -0.765 -0.342
H 1.544 0.376 0.678 0.457 -1.361 0.648 0.016
```
Positions in Å, forces in eV/Å.

Multiplicity: 2
Orbital gap (spin up / spin down): 3.49 / 9.41 eV
Expectation value of S²: 0.751
Net charge: 0
Energy relative to the best compared isomer or geometry (same formula, charge and spin): 2.8640 eV

No. 2
The following is a DFT calculation (ωB97M-V/def2-TZVPD) of a gas-phase ion, C6H17N2 (charge +1) at a distorted geometry.

Structure (XYZ):
```
25
Properties=species:S:1:pos:R:3:forces:R:3:mulliken_charge:R:1
C -0.209 2.058 -2.738 0.621 -0.062 1.167 -1.065
C 0.676 0.827 -2.299 -1.391 -0.268 -0.588 -0.357
C -0.183 -0.355 -1.768 -0.978 1.023 -1.383 -0.881
N -0.410 -0.386 -0.330 -0.992 0.504 0.163 -0.410
C 0.765 -0.394 0.553 -1.829 -1.456 -0.742 -0.638
C 0.282 -0.937 1.930 3.392 -0.016 1.165 0.011
C 0.078 0.212 2.934 -1.194 0.795 -0.848 -1.521
N -0.828 -1.917 1.736 -0.146 -1.044 1.753 -0.150
H -0.197 2.714 -1.825 -0.518 0.155 -1.448 0.252
H 0.218 2.487 -3.657 0.239 0.482 0.819 0.352
H -1.236 1.818 -3.099 0.560 -0.247 0.866 0.296
H 1.151 0.582 -3.244 0.479 -0.752 0.322 0.313
H 1.428 0.984 -1.511 -0.027 0.717 -0.656 0.318
H 0.220 -1.276 -2.149 0.103 -0.682 0.165 0.363
H -1.219 -0.203 -2.187 1.027 -0.590 0.140 0.410
H -0.999 0.442 -0.180 0.390 -0.298 0.433 0.268
H 1.404 -1.188 0.075 0.265 1.456 0.577 0.343
H 1.056 0.645 0.676 1.270 -0.363 0.070 0.490
H 1.152 -1.503 2.406 -1.175 0.351 -0.827 0.221
H 0.956 0.840 2.953 0.920 -0.595 0.312 0.452
H -0.574 1.018 2.579 -0.794 -0.512 -0.173 0.394
H -0.227 -0.036 3.945 0.110 -0.322 0.047 0.396
H -0.581 -2.945 1.724 0.195 1.526 -0.564 0.378
H -1.337 -1.622 0.884 0.008 0.019 -0.446 0.386
H -1.386 -1.865 2.591 -0.532 0.180 -0.323 0.378
```
Positions in Å, forces in eV/Å.

SMILES: CCCNC[C@@H](C)[NH3+]
Multiplicity: 1
Orbital gap: 9.82 eV
Net charge: +1
Energy relative to the best compared isomer or geometry (same formula, charge and spin): 1.5757 eV

No. 3
The following is a DFT calculation (ωB97M-V/def2-TZVPD) of a molecular structure, C6H17N2 at a distorted geometry.

Structure (XYZ):
```
25
Properties=species:S:1:pos:R:3:forces:R:3:mulliken_charge:R:1
C 1.724 -1.445 -0.004 -0.101 0.834 0.172 -1.117
C 1.483 -0.039 -0.678 4.834 1.508 5.036 -0.237
C 0.173 0.880 -0.248 0.173 -4.007 -1.457 -0.251
C -0.227 0.743 1.171 -0.099 2.146 -1.250 -0.363
C -1.526 1.197 1.715 -1.810 -2.708 0.756 -0.552
C -2.671 0.680 0.745 2.139 0.633 -1.685 -0.673
N -2.425 -0.752 0.328 -0.151 0.873 2.263 -0.526
N 2.281 -0.177 -2.066 -6.106 -0.103 0.611 -0.604
H 0.973 -2.206 -0.305 0.558 0.314 0.379 0.325
H 2.777 -1.754 -0.307 -1.604 0.311 0.305 0.365
H 1.764 -1.243 1.097 -0.296 -0.745 -0.705 0.321
H 2.301 0.526 -0.210 -0.521 0.161 0.739 0.354
H 0.258 1.964 -0.367 0.188 0.273 -0.320 0.327
H -0.534 0.429 -1.003 -0.606 1.331 0.987 0.548
H 0.567 0.465 1.843 0.166 -0.379 0.442 0.499
H 5.161 -3.452 -3.980 -0.037 -0.072 0.065 0.010
H -1.705 2.271 1.861 0.733 0.042 0.025 0.376
H -1.711 0.651 2.682 0.618 0.929 -0.369 0.321
H -3.695 0.979 1.004 0.476 -0.473 0.186 0.431
H -2.361 1.198 -0.151 -0.881 0.657 -0.502 0.347
H -2.986 -1.256 1.018 0.124 -0.698 -0.417 0.336
H -1.455 -0.906 0.671 -0.880 -0.745 -0.593 0.193
H 4.920 -3.999 -3.537 0.035 0.073 -0.062 -0.010
H 2.150 0.785 -2.371 0.468 0.313 -0.786 0.277
H 1.086 -0.404 -1.901 2.579 -0.469 -3.820 0.300
```
Positions in Å, forces in eV/Å.

Multiplicity: 1
Orbital gap: 5.66 eV
Net charge: +1
Energy relative to the best compared isomer or geometry (same formula, charge and spin): 9.3488 eV

No. 4
The following is a DFT calculation (ωB97M-V/def2-TZVPD) of a gas-phase ion, C6H17N2 (charge +1) at a distorted geometry.

Structure (XYZ):
```
25
Properties=species:S:1:pos:R:3:forces:R:3:mulliken_charge:R:1
C 1.160 -2.262 -0.716 0.273 -0.287 -0.681 -1.170
C -0.312 -2.081 -0.438 -0.291 0.571 2.754 -0.472
C -0.544 -1.069 0.759 -0.283 2.024 -2.019 -0.108
C -1.910 -1.242 1.345 -1.244 -1.212 0.404 -1.625
N -0.418 0.283 0.012 0.771 -0.209 0.643 -0.231
C 0.145 1.411 0.795 -1.211 -0.565 -1.731 -0.578
C 1.227 2.092 -0.067 -0.165 -0.488 0.099 -0.574
N 0.641 2.571 -1.399 -1.100 -1.671 0.069 -0.341
H 1.310 -2.162 -1.808 0.592 -0.078 0.715 0.235
H 1.481 -3.233 -0.370 -0.059 -0.649 -0.431 0.376
H 1.835 -1.658 -0.103 -0.276 0.748 -0.502 0.277
H -0.894 -1.627 -1.235 0.150 -0.230 -0.273 0.394
H -0.781 -3.028 -0.162 -0.009 -0.031 -0.193 0.406
H 0.183 -0.932 1.555 0.490 -0.949 -0.166 0.534
H -1.891 -2.169 1.954 -0.206 0.149 -0.632 0.367
H -2.620 -1.355 0.505 0.084 -0.234 0.442 0.366
H -2.386 -0.543 2.045 0.802 0.562 -0.297 0.380
H -1.322 0.538 -0.353 -0.324 -0.158 0.115 0.320
H 0.722 0.960 1.617 -0.716 0.758 0.346 0.341
H -0.770 2.068 0.982 1.796 -0.196 0.775 0.339
H 1.932 1.306 -0.409 -0.083 0.653 0.687 0.319
H 1.687 2.907 0.502 0.070 0.017 -0.589 0.386
H -0.377 2.693 -1.345 0.225 1.179 0.429 0.329
H 1.131 3.323 -1.881 -0.143 -0.005 0.065 0.335
H 0.573 1.717 -1.982 0.856 0.301 -0.031 0.395
```
Positions in Å, forces in eV/Å.

SMILES: CC[C@H](C)NCC[NH3+]
Multiplicity: 1
Orbital gap: 9.29 eV
Net charge: +1
Energy relative to the best compared isomer or geometry (same formula, charge and spin): 1.7658 eV

No. 5
The following is a DFT calculation (ωB97M-V/def2-TZVPD) of a gas-phase ion, C6H17N2 (charge +1) at a distorted geometry.

Structure (XYZ):
```
25
Properties=species:S:1:pos:R:3:forces:R:3:mulliken_charge:R:1
C -1.632 2.583 -0.160 -0.933 0.419 -0.367 -1.292
C -0.237 2.277 0.360 0.382 1.103 1.045 -0.776
C 0.352 0.887 0.215 -0.407 1.263 -0.183 0.118
N 1.033 0.720 -1.168 0.025 -1.052 0.965 -0.164
C -0.506 -0.322 0.483 0.506 -2.123 -1.551 -0.768
N 0.374 -1.517 0.008 -0.057 1.065 1.593 -0.043
C -0.369 -2.486 -0.795 -0.443 -0.046 1.849 -1.044
C 1.000 -2.118 1.233 2.309 1.697 -2.075 -0.991
H -2.436 2.592 0.580 0.442 -0.301 0.502 0.325
H -1.774 3.574 -0.606 0.587 -0.197 -0.109 0.333
H -1.999 1.860 -0.882 0.221 -0.157 -0.394 0.330
H 0.569 2.984 0.029 -0.824 -0.332 -0.180 0.504
H -0.172 2.460 1.459 -0.436 -0.082 -0.600 0.405
H 1.127 0.996 0.973 0.579 -1.016 -0.436 0.151
H 1.915 0.227 -0.976 -0.078 0.409 -0.313 0.414
H 0.525 0.019 -1.714 -0.144 0.273 -0.051 0.273
H 1.156 1.586 -1.682 0.103 0.189 0.006 0.378
H -1.475 -0.465 -0.057 0.772 0.926 0.087 0.441
H -0.774 -0.328 1.542 0.225 -0.269 0.049 0.348
H 0.204 -3.409 -0.860 0.180 0.193 -0.485 0.348
H -0.617 -2.050 -1.762 -0.262 -0.345 -0.020 0.300
H -1.231 -2.750 -0.159 -0.453 -0.193 -0.943 0.405
H 0.319 -1.996 2.070 0.321 -1.214 0.360 0.338
H 1.937 -1.529 1.393 -0.946 0.603 0.679 0.304
H 1.646 -2.966 0.936 -1.669 -0.815 0.574 0.364
```
Positions in Å, forces in eV/Å.

SMILES: CC[C@H]([NH3+])CN(C)C
Multiplicity: 1
Orbital gap: 9.58 eV
Net charge: +1
Energy relative to the best compared isomer or geometry (same formula, charge and spin): 2.0581 eV